The following is a quantum chemistry calculation of C35H33F4N5O4ReS2 as an isolated structure, from OMol25.

Its charge is +2. The calculation puts the gap between HOMO and LUMO (spin up / spin down) at 6.77 / 6.81 eV. The largest force on an atom is 0.4 eV Å⁻¹. Its HOMO energy (spin up / spin down) is -14.12 / -14.14 eV. As for the spin multiplicity: 2.

```
84
Properties=species:S:1:pos:R:3:forces:R:3
Re -0.8210 -1.2865 -0.3573 0.050 0.102 0.160
C -0.8298 -4.1491 -1.4957 0.035 0.010 0.015
N -1.1653 -2.7711 -1.9437 -0.037 -0.066 -0.040
C -0.4364 -2.4955 -3.2036 0.007 0.021 0.004
C -2.6306 -2.6811 -2.1844 -0.058 -0.045 0.032
C -3.3745 -2.5909 -0.8539 0.108 -0.070 -0.010
N -2.5014 -1.9276 0.1339 -0.382 -0.203 0.102
C -3.0156 -1.9123 1.4660 -0.008 0.080 -0.031
C -2.8668 -3.0085 2.3037 -0.082 0.055 -0.075
F -2.2612 -4.1034 1.8429 0.027 0.003 -0.008
C -3.3519 -2.9615 3.6013 0.014 -0.045 -0.002
F -3.1954 -4.0215 4.3810 0.002 0.005 -0.010
C -3.9876 -1.8323 4.0772 -0.019 0.023 0.013
C -4.1356 -0.7418 3.2406 -0.017 -0.004 0.050
F -4.7306 0.3654 3.6769 0.002 0.015 -0.017
C -3.6604 -0.7795 1.9449 0.098 -0.051 -0.033
F -3.7813 0.2876 1.1394 -0.057 0.036 0.014
H -1.0666 -4.8584 -2.2911 -0.011 -0.003 0.008
H -1.3918 -4.3994 -0.5990 0.002 0.011 0.020
H 0.2305 -4.2099 -1.2651 0.006 -0.001 -0.033
H -0.7119 -3.2291 -3.9643 -0.004 0.002 0.002
H 0.6332 -2.5525 -3.0166 0.002 -0.002 0.000
H -0.6808 -1.4966 -3.5610 -0.007 -0.004 -0.009
H -2.9657 -3.5516 -2.7530 -0.017 0.025 -0.036
H -2.8146 -1.7942 -2.7897 0.030 0.043 0.040
H -3.6833 -3.5649 -0.4706 0.064 -0.026 0.003
H -4.2714 -1.9773 -0.9665 -0.051 -0.067 -0.007
H -4.3675 -1.8049 5.0896 0.001 0.006 -0.002
S -1.3552 0.5604 -1.6789 0.168 0.096 0.087
C -1.3552 1.8704 -0.5599 -0.103 0.072 -0.133
N -1.9068 3.0116 -0.8540 0.009 -0.079 -0.030
C -1.7936 4.1495 0.0751 0.002 -0.039 0.027
C -0.4376 4.1103 0.7272 0.001 0.002 -0.009
N -0.2570 2.8052 1.3750 -0.112 -0.081 0.007
C 0.5493 2.7248 2.6233 0.122 -0.064 -0.119
C 1.9550 2.2546 2.3157 0.010 0.022 0.068
C 2.7858 3.0261 1.5074 -0.012 -0.003 0.001
C 4.0668 2.5938 1.2043 0.000 0.046 -0.026
C 4.5321 1.3914 1.7178 0.000 -0.041 0.032
C 3.7180 0.6272 2.5406 -0.007 0.032 0.001
C 2.4316 1.0563 2.8379 -0.039 0.013 0.008
C -0.6913 1.7247 0.7764 0.104 0.025 0.134
S -0.5241 0.1895 1.4721 0.023 0.107 -0.058
C -2.6659 3.2230 -2.1123 0.002 -0.003 0.024
C -1.7624 3.4212 -3.3072 0.003 0.003 -0.009
C -0.7712 4.3984 -3.3038 0.000 -0.012 0.011
C 0.0312 4.5829 -4.4182 0.006 0.008 -0.004
C -0.1617 3.8013 -5.5497 -0.003 0.001 0.001
C -1.1574 2.8366 -5.5629 0.004 -0.001 -0.009
C -1.9508 2.6424 -4.4414 -0.016 0.007 0.012
H -2.6027 4.0900 0.8078 -0.001 -0.001 -0.008
H -1.9144 5.0630 -0.5006 0.011 0.018 0.012
H -0.3513 4.8837 1.4859 -0.036 0.014 -0.002
H 0.3526 4.2549 -0.0144 0.020 0.023 0.025
H 0.0467 2.0441 3.3082 -0.012 0.004 0.015
H 0.5293 3.7195 3.0641 0.050 0.012 -0.015
H 2.4490 3.9865 1.1325 0.007 0.006 -0.006
H 4.7110 3.2050 0.5864 -0.008 0.002 0.002
H 5.5382 1.0629 1.4928 -0.003 -0.004 0.005
H 4.0871 -0.2990 2.9622 -0.006 -0.004 0.003
H 1.8008 0.4622 3.4890 0.009 0.007 -0.006
H -3.2996 4.0904 -1.9311 -0.003 0.005 -0.016
H -3.3124 2.3574 -2.2565 0.007 -0.006 -0.005
H -0.6269 5.0414 -2.4417 -0.001 -0.005 0.002
H 0.7950 5.3489 -4.4126 -0.003 -0.003 0.003
H 0.4571 3.9538 -6.4235 -0.003 0.000 0.002
H -1.3200 2.2365 -6.4482 0.001 0.002 0.004
H -2.7292 1.8879 -4.4542 0.003 0.001 0.001
O 1.2440 -1.2801 -0.7598 0.172 -0.102 -0.072
C 1.4958 -2.0938 0.2045 0.226 0.062 -0.068
O 0.4688 -2.5909 0.7577 -0.242 0.012 0.013
C 2.8518 -2.3872 0.6663 -0.047 0.000 -0.030
C 3.9590 -1.9465 -0.0579 -0.029 0.029 0.014
C 5.2341 -2.2220 0.4055 0.013 0.004 -0.019
C 5.4073 -2.9182 1.5948 0.038 -0.025 0.006
C 4.2899 -3.3257 2.3014 -0.062 -0.003 -0.002
C 3.0071 -3.0849 1.8600 0.039 -0.028 -0.001
N 4.4679 -4.0386 3.5881 -0.033 0.045 0.070
O 5.5934 -4.3546 3.8930 0.010 -0.003 -0.027
O 3.4682 -4.2349 4.2473 0.028 -0.020 -0.056
H 3.8102 -1.3914 -0.9745 0.007 -0.008 -0.003
H 6.0990 -1.8977 -0.1562 -0.002 0.000 0.000
H 6.3900 -3.1500 1.9817 -0.002 0.009 -0.005
H 2.1592 -3.4258 2.4357 -0.006 -0.001 0.005
```
Forces are in eV/Å.

Atom charges from the Mulliken analysis, given in e for atoms 1 to 5:
1 Re 1.991
2 C -0.937
3 N -0.439
4 C -0.984
5 C -0.760